Record 1
{"formula": "C13H22IrN3O3", "method": "the ωB97M-V functional and the def2-TZVPD basis", "relative_energy_kcal_mol": 4.0, "e_lumo_ev": -7.76, "e_homo_ev": -16.01, "gap_ev": 8.25, "fmax_ev_per_a": 0.3, "energy_ev": -27275.565, "charge": 2, "symbols": ["Ir", "N", "C", "C", "O", "O", "H", "H", "H", "H", "N", "C", "C", "C", "N", "H", "H", "H", "H", "H", "H", "H", "H", "H", "H", "C", "C", "O", "C", "C", "C", "C", "C", "C", "H", "H", "H", "H", "H", "H", "H", "H"], "positions_angstrom": [[0.51, -1.03, -1.06], [2.45, -0.90, -1.87], [3.19, -2.18, -1.59], [2.37, -3.15, -0.77], [2.73, -4.24, -0.47], [1.13, -2.67, -0.38], [2.45, -0.73, -2.87], [2.94, -0.12, -1.45], [4.11, -1.97, -1.06], [3.45, -2.67, -2.53], [-0.63, -0.14, -2.60], [-1.86, 0.63, -2.23], [-2.87, -0.18, -1.43], [-2.40, -0.58, -0.04], [-1.29, -1.57, -0.12], [-0.03, 0.48, -3.13], [-0.91, -0.88, -3.24], [-2.32, 0.99, -3.15], [-1.54, 1.50, -1.66], [-3.20, -1.06, -1.99], [-3.75, 0.45, -1.32], [-3.21, -1.01, 0.53], [-2.02, 0.29, 0.51], [-1.64, -2.39, -0.63], [-1.06, -1.93, 0.80], [0.60, 3.20, -0.02], [0.54, 1.73, 0.27], [0.72, 0.99, -0.74], [0.27, 1.25, 1.61], [0.76, 0.02, 2.07], [0.50, -0.40, 3.36], [-0.27, 0.40, 4.20], [-0.74, 1.64, 3.77], [-0.46, 2.07, 2.49], [0.94, 3.37, -1.04], [1.26, 3.70, 0.69], [-0.39, 3.63, 0.10], [1.42, -0.58, 1.46], [0.91, -1.33, 3.73], [-0.48, 0.08, 5.22], [-1.32, 2.26, 4.43], [-0.83, 3.03, 2.16]]}



Record 2
{"formula": "C13H22N2", "method": "the ωB97M-V functional and the def2-TZVPD basis", "relative_energy_kcal_mol": 78.9, "e_lumo_ev": [-8.88, -6.15], "e_homo_ev": [-14.75, -16.25], "gap_ev": [5.86, 10.10], "fmax_ev_per_a": 5.0, "energy_ev": -16793.823, "charge": 2, "symbols": ["C", "C", "C", "C", "C", "C", "C", "C", "C", "C", "C", "C", "C", "N", "N", "H", "H", "H", "H", "H", "H", "H", "H", "H", "H", "H", "H", "H", "H", "H", "H", "H", "H", "H", "H", "H", "H"], "positions_angstrom": [[-1.67, -0.38, -3.20], [-1.24, 0.02, -1.94], [0.18, -2.10, -3.00], [0.60, -1.58, -1.80], [-1.01, -1.51, -3.44], [-0.12, -0.53, -1.28], [0.31, -0.02, 0.03], [1.59, 1.74, 1.42], [-0.58, 2.30, 0.53], [1.38, 1.87, -0.97], [0.01, -0.32, 2.45], [0.54, -2.08, 1.04], [-1.76, -1.19, 1.15], [0.62, 1.44, 0.24], [-0.27, -0.86, 1.13], [-2.57, -0.13, -3.61], [-2.01, 0.66, -1.53], [0.57, -2.98, -3.53], [1.58, -1.83, -1.40], [2.03, 2.65, 1.19], [1.14, 1.83, 2.34], [2.44, 0.87, 1.49], [-0.30, 3.41, 0.45], [-1.37, 2.18, -0.15], [-0.88, 1.93, 1.46], [2.31, 1.36, -1.03], [0.78, 1.72, -1.93], [1.51, 2.90, -0.91], [1.06, -0.27, 2.61], [-0.51, 0.59, 2.48], [-0.50, -1.01, 3.21], [0.49, -2.53, 2.00], [0.21, -2.76, 0.22], [1.60, -1.75, 0.87], [-2.19, -0.52, 1.83], [-2.06, -0.95, 0.19], [-1.90, -2.15, 1.38]]}



Record 3
{"formula": "C13H22N2O4P2Tl", "method": "the ωB97M-V functional and the def2-TZVPD basis", "e_lumo_ev": -15.20, "e_homo_ev": -18.64, "gap_ev": 3.44, "fmax_ev_per_a": 2.6, "energy_ev": -48246.083, "charge": 3, "symbols": ["C", "C", "O", "P", "O", "C", "C", "P", "C", "N", "C", "O", "C", "C", "C", "C", "N", "C", "O", "C", "C", "H", "H", "H", "H", "H", "H", "H", "H", "H", "H", "H", "H", "H", "H", "H", "H", "H", "H", "H", "H", "H", "H", "Tl"], "positions_angstrom": [[-3.59, 2.76, 0.28], [-3.07, 1.48, 0.89], [-3.30, 0.37, -0.03], [-2.73, -1.08, 0.36], [-3.82, -2.07, 0.31], [-1.46, -1.56, -0.85], [-0.03, -1.06, -0.53], [0.44, 0.51, -1.33], [0.80, 2.13, -0.37], [-1.34, 1.09, -1.48], [-1.69, 1.64, -2.55], [-1.91, 2.20, -3.52], [2.38, 0.12, -1.10], [3.15, -0.13, -2.21], [4.50, -0.43, -1.98], [4.96, -0.41, -0.68], [4.23, -0.16, 0.40], [2.94, 0.09, 0.17], [-2.12, -1.02, 1.80], [-1.73, -2.33, 2.40], [-0.43, -2.16, 3.17], [-4.60, 2.66, -0.10], [-3.62, 3.50, 1.09], [-2.90, 3.17, -0.47], [-2.02, 1.57, 1.15], [-3.66, 1.28, 1.79], [-1.79, -1.31, -1.85], [-1.43, -2.64, -0.79], [0.65, -1.83, -0.90], [0.20, -0.96, 0.53], [0.67, 0.58, -2.71], [0.75, 1.89, 0.69], [-0.02, 2.81, -0.59], [1.75, 2.56, -0.66], [2.78, -0.12, -3.23], [5.16, -0.68, -2.79], [6.02, -0.62, -0.49], [2.32, 0.26, 1.03], [-1.63, -3.09, 1.63], [-2.54, -2.62, 3.06], [0.23, -3.00, 2.97], [-0.62, -2.07, 4.23], [0.08, -1.26, 2.82], [8.04, -0.04, 0.45]]}



Record 4
{"formula": "C13H22N3O8", "method": "the ωB97M-V functional and the def2-TZVPD basis", "e_lumo_ev": 2.91, "e_homo_ev": -5.95, "gap_ev": 8.86, "fmax_ev_per_a": 1.6, "energy_ev": -34692.717, "charge": -1, "symbols": ["O", "O", "O", "O", "O", "O", "O", "O", "C", "C", "C", "C", "N", "N", "N", "C", "C", "C", "C", "C", "C", "C", "C", "C", "H", "H", "H", "H", "H", "H", "H", "H", "H", "H", "H", "H", "H", "H", "H", "H", "H", "H", "H", "H", "H", "H"], "positions_angstrom": [[-1.24, -0.73, 4.86], [-1.35, -1.79, -4.10], [0.65, -3.04, 0.70], [2.38, -0.50, 3.77], [1.00, -1.74, -1.06], [0.87, -1.44, -4.36], [-0.16, 2.68, -0.90], [1.08, 0.55, -2.12], [-0.89, 0.29, 4.28], [-0.39, -1.03, -4.11], [0.73, -1.92, 0.15], [1.71, -1.31, 3.13], [2.13, -2.56, 2.95], [-2.26, 2.32, -3.96], [-0.23, 0.29, 3.13], [-1.22, 1.64, 4.86], [3.39, -3.13, 3.43], [-1.92, 2.77, -2.60], [-2.06, 0.88, -4.23], [-0.48, 2.37, -2.25], [-0.29, 0.86, -2.45], [-0.62, 0.47, -3.90], [0.47, -0.66, 0.99], [0.35, -0.91, 2.50], [0.85, -2.40, -4.23], [0.67, 2.21, -0.69], [1.14, -0.40, -1.81], [1.56, -3.13, 2.31], [-3.21, 2.60, -4.21], [0.04, 1.18, 2.74], [-0.30, 2.15, 5.13], [-1.84, 1.50, 5.75], [-1.77, 2.23, 4.12], [3.87, -3.68, 2.62], [4.06, -2.33, 3.76], [3.20, -3.80, 4.26], [-2.02, 3.86, -2.52], [-2.61, 2.32, -1.87], [-2.27, 0.67, -5.28], [-2.76, 0.30, -3.62], [0.20, 2.90, -2.92], [-0.95, 0.32, -1.77], [0.06, 1.01, -4.57], [-0.47, -0.22, 0.64], [1.26, 0.07, 0.81], [-0.34, -1.74, 2.66]]}



Record 5
{"formula": "C13H22N4O4ReS4", "method": "the ωB97M-V functional and the def2-TZVPD basis", "relative_energy_kcal_mol": 0.0, "e_lumo_ev": [-5.67, -7.68], "s_squared": 3.780, "e_homo_ev": [-14.32, -14.80], "gap_ev": [8.66, 7.12], "fmax_ev_per_a": 0.3, "energy_ev": -73445.289, "spin_multiplicity": 4, "charge": 2, "symbols": ["Re", "C", "C", "S", "C", "C", "S", "C", "C", "S", "C", "C", "S", "H", "H", "H", "H", "H", "H", "H", "H", "H", "H", "H", "H", "H", "H", "H", "H", "N", "C", "C", "O", "O", "H", "H", "H", "H", "H", "N", "C", "N", "C", "N", "O", "C", "O", "H"], "positions_angstrom": [[-0.11, -0.15, -0.35], [-0.89, -3.22, 1.79], [-0.39, -2.44, 2.99], [-0.91, -0.73, 2.77], [0.40, 0.18, 3.63], [0.39, 1.60, 3.09], [0.52, 1.78, 1.28], [2.31, 1.81, 0.98], [3.00, 0.46, 1.03], [2.33, -0.65, -0.25], [2.38, -2.28, 0.57], [1.34, -3.20, -0.03], [-0.38, -2.65, 0.14], [-1.98, -3.20, 1.74], [-0.61, -4.28, 1.84], [0.69, -2.49, 3.09], [-0.83, -2.86, 3.89], [1.35, -0.32, 3.47], [0.20, 0.20, 4.70], [1.20, 2.19, 3.52], [-0.54, 2.10, 3.34], [2.75, 2.48, 1.72], [2.42, 2.28, 0.01], [2.88, -0.03, 1.99], [4.07, 0.58, 0.83], [2.23, -2.12, 1.64], [3.38, -2.69, 0.42], [1.41, -4.19, 0.42], [1.49, -3.32, -1.10], [-1.26, 2.96, -4.15], [0.00, 2.84, -3.36], [-0.43, 2.31, -2.00], [-1.48, 2.68, -1.54], [0.43, 1.48, -1.44], [-1.15, 3.51, -5.00], [-1.97, 3.39, -3.54], [-1.58, 2.01, -4.37], [0.45, 3.83, -3.26], [0.68, 2.16, -3.87], [-6.44, 0.27, -1.69], [-5.48, 0.33, -1.05], [-4.40, 0.40, -0.29], [-3.20, 0.27, -0.36], [-2.01, 0.14, -0.31], [-1.10, 0.22, -3.57], [-0.57, -0.83, -3.28], [-0.16, -1.16, -2.08], [-0.42, -1.64, -4.00]]}